{
  "formula": "C87H208F3N7O25Y",
  "method": "ωB97M-V/def2-TZVPD",
  "species": ["Y", "C", "C", "O", "H", "H", "H", "H", "H", "O", "H", "O", "H", "C", "O", "O", "C", "F", "F", "F", "C", "C", "H", "H", "H", "H", "H", "H", "O", "H", "H", "O", "H", "H", "O", "H", "H", "O", "H", "H", "O", "H", "H", "O", "H", "H", "O", "H", "H", "C", "C", "C", "C", "C", "C", "N", "O", "C", "C", "C", "H", "H", "H", "H", "H", "H", "H", "H", "H", "H", "H", "H", "H", "H", "H", "H", "H", "H", "H", "C", "C", "C", "C", "C", "C", "N", "O", "C", "C", "C", "H", "H", "H", "H", "H", "H", "H", "H", "H", "H", "H", "H", "H", "H", "H", "H", "H", "H", "H", "C", "C", "C", "C", "C", "C", "N", "O", "C", "C", "C", "H", "H", "H", "H", "H", "H", "H", "H", "H", "H", "H", "H", "H", "H", "H", "H", "H", "H", "H", "C", "C", "C", "C", "C", "C", "N", "O", "C", "C", "C", "H", "H", "H", "H", "H", "H", "H", "H", "H", "H", "H", "H", "H", "H", "H", "H", "H", "H", "H", "C", "C", "C", "C", "C", "C", "N", "O", "C", "C", "C", "H", "H", "H", "H", "H", "H", "H", "H", "H", "H", "H", "H", "H", "H", "H", "H", "H", "H", "H", "C", "C", "C", "C", "C", "C", "N", "O", "C", "C", "C", "H", "H", "H", "H", "H", "H", "H", "H", "H", "H", "H", "H", "H", "H", "H", "H", "H", "H", "H", "C", "C", "C", "C", "C", "C", "N", "O", "C", "C", "C", "H", "H", "H", "H", "H", "H", "H", "H", "H", "H", "H", "H", "H", "H", "H", "H", "H", "H", "H", "C", "C", "C", "O", "H", "H", "H", "H", "H", "H", "H", "H", "C", "C", "C", "O", "H", "H", "H", "H", "H", "H", "H", "H", "C", "C", "C", "O", "H", "H", "H", "H", "H", "H", "H", "H", "C", "C", "C", "O", "H", "H", "H", "H", "H", "H", "H", "H", "C", "C", "C", "O", "H", "H", "H", "H", "H", "H", "H", "H", "C", "C", "C", "O", "H", "H", "H", "H", "H", "H", "H", "H"],
  "positions_angstrom": [[-1.1406, -4.3835, -2.2247], [3.7256, -5.3496, -3.7060], [3.5901, -6.6084, -2.7942], [2.2678, -6.9674, -2.4490], [4.7571, -4.9997, -3.6635], [3.3112, -4.5175, -3.1368], [3.3040, -5.3311, -4.7110], [4.1564, -6.3855, -1.8899], [4.1688, -7.4483, -3.1787], [-1.0700, -6.6188, -1.9015], [-1.7638, -7.0306, -1.3505], [-0.1541, -5.4069, -4.0141], [0.2612, -5.0108, -4.8047], [-0.0575, -1.5953, -0.2139], [-0.6228, -2.1572, 0.9393], [-0.5573, -2.2685, -1.3395], [-0.1337, -0.0089, -0.2560], [-0.4341, 0.5435, -1.4948], [-1.1572, 0.3701, 0.4515], [1.0235, 0.6357, 0.1667], [0.0454, -1.8733, 2.1788], [-0.7889, -2.7061, 3.1927], [-0.4163, -2.6971, 4.2170], [-1.8418, -2.4285, 3.1440], [-0.7332, -3.7476, 2.8761], [-0.0910, -0.8282, 2.4571], [1.1288, -1.9875, 2.2134], [0.9892, -1.8694, -0.0821], [-1.3928, -2.9872, -4.1253], [-1.5659, -2.0459, -4.1070], [-1.2704, -3.1907, -5.0526], [-0.0445, -7.6694, 0.3965], [-0.2598, -7.2482, -0.4356], [-0.6413, -7.2699, 1.0293], [-1.6901, -4.6338, 0.1440], [-1.7916, -5.3189, 0.8047], [-1.8494, -3.8176, 0.6181], [-1.4547, -6.2975, 2.5538], [-1.1512, -6.9295, 3.2055], [-2.2306, -5.8996, 2.9486], [-4.5295, -3.9115, 1.1707], [-5.3562, -3.5252, 1.4599], [-4.2485, -4.4555, 1.9065], [1.1150, -4.5869, -1.4667], [1.7293, -3.9631, -1.0796], [1.6613, -5.3245, -1.7382], [-3.3374, -3.5755, -1.8145], [-3.7941, -3.2616, -1.0341], [-3.9665, -3.4544, -2.5257], [2.0279, 2.3333, -5.6100], [2.6283, 3.5945, -6.3579], [4.0628, 3.3023, -6.8483], [4.5326, 4.2862, -7.9146], [3.4807, 4.3779, -9.0307], [2.0419, 4.6733, -8.6210], [1.6590, 3.9623, -7.4333], [0.3443, 4.1670, -7.0196], [1.9038, 6.1859, -8.4718], [1.2404, 4.2656, -9.8528], [2.7518, 4.7871, -5.3551], [2.6710, 2.1211, -4.7559], [2.0761, 1.4450, -6.2399], [1.0060, 2.4670, -5.2550], [4.8216, 3.3879, -6.0705], [4.1283, 2.2529, -7.1355], [5.5054, 3.8840, -8.1976], [4.6521, 5.2553, -7.4301], [3.5368, 3.4223, -9.5519], [3.8078, 5.2157, -9.6464], [2.6028, 6.6206, -7.7574], [1.9578, 6.8247, -9.3533], [0.9441, 6.5112, -8.0702], [0.2019, 4.5778, -9.7426], [1.5621, 4.6730, -10.8113], [1.2036, 3.1785, -9.9232], [1.7937, 5.1825, -5.0177], [3.2385, 5.6612, -5.7877], [3.3837, 4.6205, -4.4827], [0.4443, 4.9917, -6.5386], [-0.3834, -2.5586, 8.8873], [-0.7408, -1.1129, 8.3660], [-0.9623, -1.1424, 6.8078], [-1.9893, -0.0954, 6.2332], [-3.2374, -0.0991, 7.1557], [-2.8781, 0.3434, 8.6001], [-1.8977, -0.6491, 9.1429], [-1.7457, -0.5505, 10.4879], [-2.3661, 1.8315, 8.5539], [-4.1691, 0.2403, 9.3847], [0.4216, -0.1443, 8.7644], [-0.2925, -2.6798, 9.9667], [0.5214, -2.9197, 8.3985], [-1.1774, -3.2640, 8.6423], [-0.0043, -0.8901, 6.3534], [-1.0398, -2.1612, 6.4282], [-2.3015, -0.2538, 5.2009], [-1.5557, 0.9018, 6.1579], [-3.6069, -1.1244, 7.1388], [-3.9516, 0.5377, 6.6337], [-1.5718, 1.9797, 7.8223], [-3.2040, 2.4228, 8.1844], [-2.0310, 2.1017, 9.5553], [-4.2400, 0.8498, 10.2856], [-5.0641, 0.6235, 8.8947], [-4.3098, -0.8037, 9.6647], [0.6562, -0.2738, 9.8209], [0.1462, 0.8785, 8.5071], [1.2703, -0.4747, 8.1655], [-2.5205, -0.9862, 10.8504], [3.1625, 7.5658, -0.2634], [3.1532, 6.4502, -1.4174], [3.9534, 5.2241, -0.8964], [3.1562, 4.1802, -0.0237], [1.9508, 3.6812, -0.8444], [1.0398, 4.8725, -1.1679], [1.7143, 5.9927, -1.8322], [0.8674, 6.9470, -2.3661], [0.0809, 4.2538, -2.1759], [0.3317, 5.2142, 0.1044], [3.8706, 7.0872, -2.6459], [2.5513, 8.4385, -0.4935], [4.1738, 7.8914, -0.0197], [2.6913, 7.1032, 0.6039], [4.4829, 4.7292, -1.7106], [4.6606, 5.6197, -0.1674], [2.9898, 4.7000, 0.9198], [3.8433, 3.3625, 0.1942], [1.4745, 3.0086, -0.1310], [2.3599, 3.1387, -1.6968], [-0.8250, 4.8573, -2.1186], [0.4540, 4.2060, -3.1989], [-0.1097, 3.2084, -1.9331], [-0.1681, 4.3918, 0.6162], [1.0054, 5.6096, 0.8646], [-0.3480, 6.0611, 0.0098], [4.9556, 6.9823, -2.6494], [3.5501, 8.1207, -2.7769], [3.5053, 6.5423, -3.5164], [0.8320, 6.6215, -3.2685], [-6.3647, 5.9827, -0.0021], [-5.7048, 5.2612, -1.1982], [-4.5129, 4.5267, -0.5590], [-4.0973, 3.2843, -1.3675], [-5.2346, 2.4002, -1.9182], [-6.4602, 3.2055, -2.6077], [-6.7804, 4.3634, -1.7226], [-7.7941, 5.0347, -2.3169], [-5.9798, 3.7676, -3.9930], [-7.6976, 2.3053, -2.6674], [-5.2097, 6.2339, -2.2454], [-7.2172, 6.6050, -0.2742], [-5.6252, 6.7402, 0.2575], [-6.7888, 5.2810, 0.7161], [-3.6770, 5.2100, -0.4094], [-4.8801, 4.2688, 0.4343], [-3.3982, 2.7563, -0.7190], [-3.5037, 3.6897, -2.1868], [-5.6469, 1.7346, -1.1599], [-4.7060, 1.6805, -2.5433], [-5.1003, 4.4107, -4.0266], [-5.8180, 2.8837, -4.6099], [-6.7365, 4.4507, -4.3788], [-7.8529, 1.6982, -1.7756], [-8.6271, 2.7578, -3.0131], [-7.3945, 1.5411, -3.3831], [-4.3815, 5.7810, -2.7904], [-4.8086, 7.1059, -1.7288], [-5.8829, 6.7076, -2.9599], [-8.5268, 4.9116, -1.7089], [1.7887, -5.7592, 4.1998], [2.8629, -6.2222, 3.3197], [2.6653, -5.5258, 1.9286], [3.2439, -4.1255, 1.6921], [4.6175, -3.9658, 2.3216], [4.8175, -4.4975, 3.7474], [4.2062, -5.8492, 3.8225], [4.5676, -6.3858, 5.0598], [6.3711, -4.5214, 3.8978], [4.2982, -3.5134, 4.6958], [2.7853, -7.6942, 3.0732], [1.4520, -4.7225, 4.2042], [1.9923, -6.0817, 5.2209], [0.9727, -6.4024, 3.8703], [3.0398, -6.1069, 1.0859], [1.5916, -5.3985, 1.7907], [2.6105, -3.3818, 2.1757], [3.3209, -3.9130, 0.6258], [4.8546, -2.9021, 2.3012], [5.3183, -4.4610, 1.6495], [6.7611, -3.5862, 3.4962], [6.6051, -4.6176, 4.9581], [6.7464, -5.3649, 3.3183], [5.0249, -2.7757, 5.0360], [3.3697, -3.0840, 4.3196], [3.9606, -4.0046, 5.6084], [2.9682, -8.2663, 3.9828], [3.4427, -7.9987, 2.2588], [1.8125, -8.0374, 2.7213], [5.2180, -7.0814, 4.9382], [6.7649, 1.4494, -3.4501], [6.1818, 1.0642, -1.9813], [4.7067, 1.5524, -1.7483], [3.7395, 0.6463, -2.5464], [3.8023, -0.7500, -2.0173], [5.2458, -1.3712, -2.1726], [6.2823, -0.3857, -1.7810], [7.6487, -0.8023, -1.9373], [5.3680, -2.6205, -1.2583], [5.4421, -1.8614, -3.6204], [7.0154, 1.7845, -0.8796], [6.5752, 0.7365, -4.2525], [7.8512, 1.5157, -3.3894], [6.3558, 2.4085, -3.7676], [4.3218, 1.3763, -0.7439], [4.4096, 2.5321, -2.1226], [4.0901, 0.5831, -3.5766], [2.7294, 1.0551, -2.5716], [3.0461, -1.2768, -2.5994], [3.4603, -0.6761, -0.9850], [5.6825, -2.2414, -0.2859], [4.5193, -3.3043, -1.2450], [6.1889, -3.2510, -1.6000], [6.4597, -2.0805, -3.9438], [4.9200, -2.8050, -3.7790], [5.1905, -1.2000, -4.4496], [6.7575, 1.5162, 0.1449], [6.8330, 2.8590, -0.8635], [8.0891, 1.6451, -1.0055], [7.9583, -0.4340, -2.7680], [4.5374, 0.1370, 4.8871], [3.5999, 1.2618, 4.4094], [2.1724, 0.6594, 4.5131], [1.1388, 1.6393, 4.1763], [1.1787, 2.7508, 5.1810], [2.5940, 3.4504, 5.3801], [3.6528, 2.4227, 5.3571], [4.9561, 2.9107, 5.6145], [2.6853, 4.5792, 4.3135], [2.4162, 4.1410, 6.7715], [3.9913, 1.6351, 3.0209], [4.3497, -0.7734, 4.3178], [4.3366, -0.2794, 5.8743], [5.5857, 0.4236, 4.8028], [1.9750, -0.0615, 3.7197], [1.9510, 0.1800, 5.4667], [0.2045, 1.0818, 4.2419], [1.1727, 1.9429, 3.1300], [0.8743, 2.2217, 6.0841], [0.4109, 3.4938, 4.9656], [1.8279, 5.2491, 4.3785], [3.6144, 5.1407, 4.4119], [2.5279, 4.2894, 3.2746], [2.3438, 3.3852, 7.5535], [3.1904, 4.8740, 6.9982], [1.4599, 4.6640, 6.7678], [5.0698, 1.7893, 3.0548], [3.4241, 2.4232, 2.5258], [3.8859, 0.7627, 2.3759], [5.1810, 3.4819, 4.8764], [-9.0107, -0.9654, 1.9938], [-8.2275, -2.2201, 2.5398], [-9.0435, -3.4963, 2.1258], [-6.9249, -2.2439, 1.9833], [-8.3852, -0.0749, 1.9321], [-9.8691, -0.6231, 2.5719], [-9.4318, -1.3283, 1.0562], [-7.9957, -2.1566, 3.6030], [-10.0967, -3.4366, 2.4000], [-8.5664, -4.3581, 2.5926], [-8.8358, -3.6250, 1.0636], [-6.3536, -1.6660, 2.4944], [-4.0526, -0.6188, 1.3320], [-4.4315, 0.2549, 2.5677], [-5.4404, 1.3778, 2.1272], [-5.1533, -0.5789, 3.4181], [-3.3658, -1.4488, 1.4976], [-3.4713, -0.0162, 0.6341], [-4.9540, -0.9403, 0.8103], [-3.5948, 0.8067, 2.9962], [-5.0547, 2.0004, 1.3198], [-5.7872, 2.0638, 2.9001], [-6.2963, 0.9062, 1.6444], [-5.8034, 0.0300, 3.7759], [-2.3744, -0.1867, -6.0825], [-1.4229, 0.5149, -5.0932], [-1.7398, 1.9819, -4.7247], [-1.4164, -0.2059, -3.8880], [-2.2427, 0.2695, -7.0637], [-3.3620, 0.0285, -5.6746], [-2.2852, -1.2705, -6.1576], [-0.4188, 0.5487, -5.5161], [-1.6810, 2.6264, -5.6019], [-0.8608, 2.3321, -4.1836], [-2.7353, 2.1556, -4.3162], [-0.9753, 0.2523, -3.1689], [3.0705, -1.5805, -7.2649], [2.5692, -2.6484, -6.2898], [1.6300, -2.0803, -5.2555], [1.8409, -3.6595, -6.9865], [3.6302, -1.8684, -8.1548], [3.8474, -1.0239, -6.7408], [2.3207, -0.8800, -7.6325], [3.4164, -3.0246, -5.7163], [2.1043, -1.2383, -4.7514], [1.3309, -2.8115, -4.5046], [0.7327, -1.7549, -5.7818], [2.3867, -4.4079, -7.2388], [-5.8994, -2.6196, -5.8568], [-5.1015, -2.4237, -4.5756], [-5.6889, -1.2465, -3.8414], [-5.1706, -3.5607, -3.6789], [-6.9868, -2.6447, -5.7864], [-5.6992, -3.5597, -6.3707], [-5.5423, -1.8759, -6.5692], [-4.0647, -2.1198, -4.7195], [-5.6040, -0.3068, -4.3872], [-5.5073, -0.9935, -2.7969], [-6.7680, -1.3934, -3.8880], [-5.2557, -4.3507, -4.2177], [-2.6673, -5.3368, 5.7657], [-4.0018, -5.0766, 5.0284], [-4.3961, -3.6187, 4.9634], [-3.7583, -5.3883, 3.6544], [-2.1746, -6.3078, 5.7162], [-2.7475, -4.9312, 6.7742], [-1.8393, -4.8188, 5.2817], [-4.8118, -5.6807, 5.4370], [-4.1998, -3.1263, 5.9158], [-5.4755, -3.5680, 4.8204], [-3.8447, -3.0742, 4.1969], [-3.8812, -6.3374, 3.5790]],
  "total_charge": -1,
  "total_energy_ha": -6041.45820,
  "orbital_gap_ev": 3.49
}